Arrangement i

Here is a cluster of 2 separate species, C4H10O3 in total from OMol25. Energies are from ωB97M-V/def2-TZVPD.

The highest occupied orbital energy comes out at -9.49 eV. The calculation puts the LUMO energy at 0.0189 Ha. The orbital gap is 10.00 eV. Its SMILES is CC(C)(O)C=O.O.

ORCA input file:
```
! wB97M-V def2-TZVPD RIJCOSX def2/J DEFGRID3
* xyz 0 1
C -0.5322 -0.6599 -1.1769
C -0.9227 0.3180 -0.0894
C 0.0105 0.0908 1.1509
O -0.8874 1.6170 -0.7119
C -2.3851 -0.0569 0.3131
O -2.8558 -1.1229 -0.0238
H -1.0964 -0.5406 -2.1151
H -0.6602 -1.6906 -0.7066
H 0.5354 -0.6255 -1.4545
H -0.1521 0.7569 2.0116
H 1.0597 0.3190 0.8810
H 0.0314 -0.9847 1.4021
H -0.4830 2.2782 -0.1179
H -3.0386 0.7160 0.7328
O 3.5975 -0.4623 -0.1566
H 3.7921 0.2965 -0.7061
H 3.9870 -0.2490 0.7674
*
```


Arrangement ii

Here is an isolated molecule of C4H10O3 from OMol25. Energies are from ωB97M-V/def2-TZVPD.

The highest occupied orbital energy comes out at -9.98 eV. The calculation puts the LUMO energy at 0.0308 Ha. The orbital gap is 10.82 eV. Its SMILES is COC[C@@H](O)CO.

ORCA input file:
```
! wB97M-V def2-TZVPD RIJCOSX def2/J DEFGRID3
* xyz 0 1
C -2.6010 -0.9557 0.2897
O -1.2871 -0.6346 0.6764
C -0.5020 -0.1743 -0.3937
C 0.7509 0.4598 0.1628
O 1.6070 -0.5102 0.7480
C 1.5421 1.0758 -0.9841
O 2.8910 1.2521 -0.6519
H -3.1867 -1.1013 1.2013
H -2.6395 -1.8735 -0.3172
H -3.0519 -0.1359 -0.2941
H -0.1968 -0.9945 -1.0673
H -1.0638 0.5553 -0.9997
H 0.4770 1.2177 0.9108
H 1.0623 -1.1892 1.1687
H 1.1299 2.0571 -1.2389
H 1.4297 0.4221 -1.8682
H 3.1312 0.4664 -0.1346
*
```


Which of them is least stable? Easy: arrangement i.


Arrangement i

Here is a cluster of 2 separate species, C4H10O3 in total from OMol25. Energies are from ωB97M-V/def2-TZVPD.

The highest occupied orbital energy comes out at -8.91 eV. The calculation puts the LUMO energy at 0.0276 Ha. The orbital gap is 9.66 eV. Its SMILES is CO[C@H]1[C@H](O)[C@@H]1O.[H][H].

ORCA input file:
```
! wB97M-V def2-TZVPD RIJCOSX def2/J DEFGRID3
* xyz 0 1
C 2.5123 -0.3361 -0.2944
O 1.4247 -0.7856 0.4810
C 0.1994 -0.1956 0.1771
C -1.1075 -0.9592 0.2609
O -2.1463 -0.5255 -0.5621
C -0.7112 0.0028 1.3470
O -1.5263 1.1332 1.4621
H 3.4087 -0.3986 0.3277
H 2.3821 0.7095 -0.6025
H 2.6465 -0.9590 -1.1863
H 0.2126 0.5544 -0.6116
H -1.1096 -2.0314 0.4423
H -2.5413 0.2357 -0.1023
H -0.3432 -0.4137 2.2818
H -0.9742 1.9143 1.3364
H -0.9767 1.3138 -2.5272
H -1.3499 0.7409 -2.2298
*
```


Arrangement ii

Here is a cluster of 2 separate species, C4H10O3 in total from OMol25. Energies are from ωB97M-V/def2-TZVPD.

The highest occupied orbital energy comes out at -9.84 eV. The calculation puts the LUMO energy at 0.0159 Ha. The orbital gap is 10.27 eV. Its SMILES is O=CCCCO.O.

ORCA input file:
```
! wB97M-V def2-TZVPD RIJCOSX def2/J DEFGRID3
* xyz 0 1
O 0.0131 2.9498 1.8582
C -0.0534 2.2657 0.8702
C -1.2204 1.3878 0.4877
C -1.1642 0.0765 1.2521
C 0.0784 -0.7464 0.9328
O 0.1634 -1.0131 -0.4393
H 0.7813 2.2457 0.1673
H -2.1596 1.9363 0.5504
H -1.0789 1.1342 -0.5606
H -2.0707 -0.4984 1.0680
H -1.1061 0.2625 2.3262
H 0.0337 -1.6267 1.5560
H 0.9468 -0.1594 1.2575
H 1.0710 -1.0972 -0.7305
O 2.2902 -2.4871 -3.6232
H 1.7089 -1.9060 -4.1238
H 1.7666 -2.7240 -2.8488
*
```


Which of them is least stable? Easy: arrangement i.


Arrangement i

Here is an isolated molecule of C3H8N4O from OMol25. Energies are from ωB97M-V/def2-TZVPD.

The highest occupied orbital energy comes out at -7.29 eV. The calculation puts the LUMO energy at 0.0348 Ha. The orbital gap is 8.24 eV. Its SMILES is NC1=C(O)[C@H](N)N1N.

ORCA input file:
```
! wB97M-V def2-TZVPD RIJCOSX def2/J DEFGRID3
* xyz 0 1
N -1.2630 -1.8998 -0.1898
C -0.4046 -0.8218 0.0079
C 0.8610 -0.5371 -0.3776
O 1.9682 -1.3605 -0.4662
C 0.7938 0.9154 -0.1579
N 1.7721 1.5313 0.6106
N -0.8059 0.4299 0.4929
N -1.9881 0.9770 -0.0630
H -1.8176 -2.1268 0.6260
H -0.7861 -2.7144 -0.5502
H 2.6082 -0.9513 -1.0591
H 0.4481 1.5472 -0.9732
H 1.6215 2.5102 0.8034
H 2.0438 1.0111 1.4335
H -2.3739 0.4002 -0.8084
H -2.6774 1.0895 0.6710
*
```


Arrangement ii

Here is a structure of composition C3H8N4O from OMol25. Energies are from ωB97M-V/def2-TZVPD.

The highest occupied orbital energy comes out at -8.08 eV. The calculation puts the LUMO energy at 0.0312 Ha. The orbital gap is 8.93 eV.

ORCA input file:
```
! wB97M-V def2-TZVPD RIJCOSX def2/J DEFGRID3
* xyz 0 1
C 0.1224 -0.6073 0.2290
C -0.8602 1.8424 -0.6285
C -0.5252 0.5054 -1.4969
H 1.7872 -2.2787 2.0861
H 0.3411 -1.7596 2.9195
H -0.0851 -2.7573 -0.1923
H 1.1863 2.1014 -0.3608
H -1.0508 2.8095 -1.1281
H -1.7605 1.4994 0.0588
H 0.6688 0.2074 -1.7401
H -1.2440 0.7887 -2.4406
N 0.6697 -2.2177 1.9186
N 0.4044 -1.8822 0.6154
N 0.7980 0.4846 0.6702
N 0.3586 1.8768 0.2766
O -0.8107 -0.6128 -0.7868
*
```


Which of them is least stable? Easy: arrangement ii.


Arrangement i

Here is a structure of composition C3H8N4O from OMol25. Energies are from ωB97M-V/def2-TZVPD.

The highest occupied orbital energy comes out at -9.13 eV. The calculation puts the LUMO energy at 0.0256 Ha. The orbital gap is 9.82 eV.

ORCA input file:
```
! wB97M-V def2-TZVPD RIJCOSX def2/J DEFGRID3
* xyz 0 1
C 2.4556 -0.0482 0.3883
C -0.9630 -0.7895 -0.1216
C -1.6217 0.6172 -0.0958
H 2.0384 0.4088 1.4489
H 2.9093 -0.9915 0.7344
H 3.3226 0.5542 0.0930
H 1.7288 -0.0566 -1.4029
H -1.7484 -2.7677 0.0944
H -2.9574 -1.3655 -0.5483
H -1.2806 2.7541 0.1044
H 0.2182 1.9383 -0.0495
N 1.1895 0.1525 -0.4724
N 0.2857 -1.1128 -0.3714
N -1.9151 -1.6716 0.1620
N -0.8770 1.8058 -0.1676
O -2.7850 0.5723 0.2042
*
```


Arrangement ii

Here is an isolated molecule of C3H8N4O from OMol25. Energies are from ωB97M-V/def2-TZVPD.

The highest occupied orbital energy comes out at -9.46 eV. The calculation puts the LUMO energy at 0.0300 Ha. The orbital gap is 10.28 eV. Its SMILES is C=NNC(=O)NNC.

ORCA input file:
```
! wB97M-V def2-TZVPD RIJCOSX def2/J DEFGRID3
* xyz 0 1
C -3.6169 -0.0235 0.2134
N -2.5363 0.5340 -0.1279
N -1.4523 -0.2473 -0.2767
C -0.1864 0.3351 -0.3513
O 0.0006 1.5339 -0.3694
N 0.8293 -0.6216 -0.3366
N 2.1462 -0.1400 -0.6259
C 2.8329 0.2401 0.6048
H -3.6977 -1.1295 0.3808
H -4.5163 0.5772 0.3276
H -1.5119 -1.2512 -0.0527
H 0.6344 -1.4548 -0.8960
H 2.0085 0.7045 -1.1765
H 3.8351 0.5461 0.3348
H 2.9107 -0.6587 1.2232
H 2.3200 1.0556 1.1283
*
```


Which of them is least stable? Easy: arrangement i.